Computed, not measured: a 18-piece molecular cluster, C72H126N18 overall at a distorted geometry, with wB97M-V/def2-TZVPD.

Its total energy is -103519.244 eV. As for the LUMO energy: 0.05 eV. For the energy above the lowest of the compared OMol25 structures with the same formula, charge and spin, the calculation gives 210.32 kcal/mol. The spin multiplicity is 1. The maximum force comes out at 9.39 eV Å⁻¹. The HOMO-LUMO gap comes out at 11.05 eV.

Each line ends with the Löwdin charge.
Atoms and positions in Å:
C (3.5757, -4.5142, 4.8992)  -0.11
C (3.4395, -5.9701, 5.4180)  -0.23
C (4.7567, -6.7881, 5.4314)  -0.17
C (5.3201, -6.9769, 4.0354)  -0.21
N (5.8031, -7.1310, 2.9878)  0.13
H (4.1172, -4.3596, 3.9659)  0.04
H (4.0196, -3.8908, 5.6754)  0.06
H (2.5781, -4.1189, 4.7074)  0.05
H (2.7442, -6.5143, 4.7789)  0.09
H (2.9519, -5.9100, 6.3911)  0.11
H (4.5492, -7.8193, 5.7174)  0.10
H (5.4287, -6.5114, 6.2437)  0.11
C (4.1245, 0.9627, -0.7713)  -0.10
C (5.2853, 0.6128, -1.6373)  -0.26
C (5.0630, 0.7801, -3.1145)  -0.20
C (3.9958, -0.0036, -3.8068)  -0.22
N (3.1418, -0.5937, -4.2706)  0.14
H (4.0904, 2.0471, -0.6664)  0.04
H (4.4450, 0.5972, 0.2043)  0.08
H (3.1441, 0.6069, -1.0881)  0.05
H (5.4801, -0.4563, -1.5533)  0.09
H (6.1645, 1.1427, -1.2708)  0.12
H (5.9883, 0.3659, -3.5151)  0.12
H (5.0447, 1.7790, -3.5503)  0.05
C (1.4133, -5.7872, -7.5364)  -0.09
C (0.7495, -4.4308, -7.0296)  -0.24
C (-0.5903, -4.6867, -6.3219)  -0.21
C (-1.7922, -5.0348, -7.0862)  -0.21
N (-2.7577, -5.3293, -7.6836)  0.12
H (2.4562, -5.6143, -7.8018)  0.06
H (0.8807, -5.9638, -8.4708)  0.06
H (1.2756, -6.6294, -6.8582)  0.07
H (0.6139, -3.8119, -7.9165)  0.10
H (1.4089, -3.9125, -6.3334)  0.10
H (-0.7378, -3.6984, -5.8864)  0.10
H (-0.3543, -5.2742, -5.4345)  0.12
C (1.0953, 1.8135, 1.6412)  -0.06
C (0.5255, 3.2183, 1.0753)  -0.22
C (1.4667, 3.7062, -0.0514)  -0.20
C (2.7222, 4.1964, 0.6350)  -0.26
N (3.6100, 4.7212, 1.1560)  0.14
H (0.3712, 1.5398, 2.4086)  0.03
H (1.9696, 1.9890, 2.2680)  0.08
H (1.0678, 1.1124, 0.8071)  0.04
H (0.5909, 4.0442, 1.7837)  0.10
H (-0.5166, 3.1043, 0.7767)  0.08
H (1.0582, 4.5355, -0.6289)  0.10
H (1.6742, 2.9133, -0.7699)  0.08
C (-0.8361, 1.1015, -5.5185)  -0.08
C (-2.0216, 0.1754, -6.0573)  -0.21
C (-3.4744, 0.4114, -5.5601)  -0.15
C (-3.6451, -0.1084, -4.1475)  -0.19
N (-3.7567, -0.5071, -3.0651)  0.18
H (-0.8154, 2.0476, -6.0595)  0.06
H (0.2025, 0.7801, -5.5971)  0.05
H (-0.9326, 1.3705, -4.4667)  0.03
H (-1.6943, -0.8601, -5.9636)  0.10
H (-2.0340, 0.2196, -7.1463)  0.10
H (-4.1168, -0.2001, -6.1938)  0.11
H (-3.8387, 1.3974, -5.8483)  0.11
C (-1.9736, 4.6262, -2.3659)  -0.10
C (-2.6727, 3.6035, -3.2749)  -0.21
C (-4.1529, 3.1127, -2.8551)  -0.13
C (-5.0990, 4.2006, -2.4346)  -0.25
N (-5.7656, 5.0385, -2.0828)  0.15
H (-1.1258, 5.1618, -2.7930)  0.08
H (-1.7487, 4.1044, -1.4357)  0.06
H (-2.7533, 5.3802, -2.2577)  0.06
H (-1.9227, 2.8764, -3.5863)  0.07
H (-2.8679, 4.1689, -4.1861)  0.10
H (-4.2145, 2.4574, -1.9863)  0.10
H (-4.7439, 2.6677, -3.6555)  0.09
C (-0.7849, -6.3873, 2.6816)  -0.10
C (-0.2390, -5.0541, 3.2255)  -0.23
C (-1.2996, -4.0966, 3.8318)  -0.16
C (-2.5169, -3.6947, 3.0259)  -0.23
N (-3.4908, -3.4559, 2.4584)  0.15
H (-1.0111, -6.4856, 1.6199)  0.07
H (-1.6761, -6.7136, 3.2177)  0.07
H (-0.2074, -7.3079, 2.7656)  0.06
H (0.4017, -4.5740, 2.4857)  0.07
H (0.3975, -5.3372, 4.0638)  0.09
H (-0.8537, -3.1345, 4.0840)  0.09
H (-1.6974, -4.6710, 4.6684)  0.12
C (1.4684, -1.9277, 6.5419)  -0.14
C (2.6150, -1.1441, 7.0774)  -0.29
C (2.9100, -1.3412, 8.5612)  -0.20
C (3.1133, -2.7036, 9.0137)  -0.24
N (3.2378, -3.8383, 9.2244)  0.14
H (0.5678, -1.8646, 7.1526)  0.06
H (1.7860, -2.9659, 6.4454)  0.05
H (1.4074, -1.5626, 5.5167)  0.06
H (2.5128, -0.1203, 6.7175)  0.11
H (3.4648, -1.6087, 6.5772)  0.08
H (2.1196, -1.0026, 9.2312)  0.10
H (3.8011, -0.7741, 8.8304)  0.12
C (5.7818, 5.6203, -5.3139)  -0.11
C (6.6103, 5.4078, -4.0444)  -0.21
C (6.1601, 4.1148, -3.2509)  -0.18
C (4.8595, 4.2308, -2.6768)  -0.25
N (3.8355, 4.2188, -2.2728)  0.21
H (5.8512, 4.7799, -6.0046)  0.06
H (6.2787, 6.5084, -5.7043)  0.08
H (4.6949, 5.7024, -5.3175)  0.06
H (6.3633, 6.2288, -3.3713)  0.10
H (7.6837, 5.3362, -4.2195)  0.11
H (6.8469, 3.7872, -2.4705)  0.12
H (6.3265, 3.3152, -3.9727)  0.09
C (2.5126, 4.0303, -6.3993)  -0.06
C (2.2095, 2.5330, -6.8604)  -0.25
C (3.3315, 2.2322, -7.6668)  -0.25
C (4.5010, 1.9405, -6.8523)  -0.20
N (5.4110, 1.8033, -6.1373)  0.18
H (2.5443, 4.6002, -7.3279)  0.08
H (3.5197, 4.1650, -6.0046)  0.03
H (1.7448, 4.3711, -5.7048)  0.07
H (1.3426, 2.4780, -7.5188)  0.11
H (2.0180, 1.8941, -5.9983)  0.10
H (3.6166, 3.0097, -8.3756)  0.14
H (3.2822, 1.2585, -8.1542)  0.13
C (0.3999, 0.0134, -1.8971)  -0.12
C (-0.9649, 0.2008, -1.2816)  -0.27
C (-1.5124, -0.8866, -0.3234)  -0.15
C (-0.6666, -1.1912, 0.8666)  -0.17
N (-0.0029, -1.4094, 1.8192)  0.17
H (1.1898, 0.2110, -1.1725)  0.03
H (0.6065, 0.8815, -2.5231)  0.07
H (0.4748, -0.9358, -2.4278)  0.07
H (-1.5494, 0.3964, -2.1806)  0.07
H (-0.8673, 1.1745, -0.8014)  0.09
H (-1.6071, -1.7493, -0.9828)  0.11
H (-2.5529, -0.5888, -0.1933)  0.11
C (-5.0960, 0.8465, 4.3795)  -0.08
C (-4.0206, -0.1068, 3.8171)  -0.23
C (-3.1633, -0.9551, 4.8233)  -0.18
C (-3.8853, -1.7448, 5.7978)  -0.23
N (-4.4363, -2.4655, 6.4922)  0.15
H (-5.7630, 0.2298, 4.9819)  0.08
H (-5.6105, 1.3737, 3.5761)  0.05
H (-4.6407, 1.6294, 4.9860)  0.06
H (-3.2979, 0.4771, 3.2470)  0.09
H (-4.6070, -0.8191, 3.2367)  0.10
H (-2.4246, -0.2283, 5.1610)  0.08
H (-2.6691, -1.6423, 4.1366)  0.06
C (1.4771, -3.6345, -1.3791)  -0.12
C (2.0156, -4.1783, -0.1044)  -0.26
C (3.2874, -3.6157, 0.6153)  -0.15
C (4.2533, -3.4003, -0.4630)  -0.25
N (4.9920, -3.3422, -1.3045)  0.17
H (1.5392, -2.5474, -1.4275)  0.05
H (0.5477, -4.0684, -1.7481)  0.09
H (2.2290, -3.8274, -2.1444)  0.07
H (2.2227, -5.2181, -0.3576)  0.12
H (1.2140, -4.0371, 0.6206)  0.07
H (3.5819, -4.2576, 1.4456)  0.10
H (2.9763, -2.7505, 1.2009)  0.10
C (-8.1005, -2.7730, -4.7778)  -0.11
C (-6.6167, -2.6521, -4.4939)  -0.28
C (-6.0627, -3.7484, -3.5885)  -0.18
C (-4.5881, -3.9053, -3.3382)  -0.21
N (-3.4364, -4.0281, -3.2691)  0.12
H (-8.4865, -1.9569, -5.3887)  0.07
H (-8.7493, -2.6527, -3.9103)  0.08
H (-8.3092, -3.7215, -5.2727)  0.08
H (-6.3871, -1.6374, -4.1687)  0.09
H (-5.9823, -2.6404, -5.3801)  0.10
H (-6.4731, -4.7145, -3.8823)  0.12
H (-6.4168, -3.6277, -2.5648)  0.11
C (6.8437, -3.0441, 2.2116)  -0.10
C (7.1918, -2.4307, 3.5630)  -0.29
C (6.4455, -1.1906, 3.7825)  -0.18
C (4.9058, -1.3481, 3.8274)  -0.17
N (3.7690, -1.4232, 3.7603)  0.17
H (7.1895, -2.3384, 1.4562)  0.08
H (5.7939, -3.3183, 2.1083)  0.05
H (7.4690, -3.9078, 1.9853)  0.08
H (8.2528, -2.2743, 3.7576)  0.12
H (6.8713, -3.2054, 4.2596)  0.11
H (6.6213, -0.5173, 2.9436)  0.12
H (6.7462, -0.7157, 4.7164)  0.12
C (-7.5434, 1.2496, -0.0843)  -0.08
C (-7.9745, 1.9509, 1.2927)  -0.23
C (-7.1455, 3.1872, 1.6201)  -0.23
C (-7.5266, 3.8221, 2.8940)  -0.22
N (-7.7898, 4.2386, 3.9502)  0.13
H (-7.4246, 1.9280, -0.9291)  0.05
H (-8.1355, 0.4094, -0.4471)  0.06
H (-6.5347, 0.8663, 0.0693)  0.06
H (-7.9715, 1.1482, 2.0301)  0.10
H (-9.0241, 2.2406, 1.2420)  0.10
H (-7.2557, 3.8526, 0.7638)  0.11
H (-6.0794, 2.9607, 1.6061)  0.07
C (-1.0722, 2.1399, 4.8061)  -0.10
C (-1.9279, 2.5234, 6.0383)  -0.24
C (-1.0480, 2.7428, 7.2696)  -0.18
C (-0.5083, 1.4885, 7.7793)  -0.21
N (-0.0357, 0.5188, 8.0926)  0.20
H (-1.5831, 2.1435, 3.8432)  0.07
H (-0.7292, 1.1110, 4.9144)  0.06
H (-0.1165, 2.6614, 4.8587)  0.08
H (-2.6270, 1.7267, 6.2927)  0.09
H (-2.5705, 3.3798, 5.8343)  0.11
H (-1.6936, 3.1034, 8.0705)  0.12
H (-0.2067, 3.4126, 7.0917)  0.12
C (-3.2143, 7.2112, 3.0740)  -0.10
C (-4.4331, 7.4011, 2.1741)  -0.27
C (-4.5911, 6.7382, 0.8682)  -0.22
C (-4.2488, 5.3698, 0.9419)  -0.22
N (-4.0561, 4.1764, 1.1035)  0.16
H (-2.4186, 7.7420, 2.5513)  0.07
H (-2.8429, 6.2057, 3.2721)  0.06
H (-3.2316, 7.6843, 4.0558)  0.07
H (-4.4974, 8.4892, 2.1712)  0.11
H (-5.3797, 7.1592, 2.6573)  0.11
H (-3.9065, 6.9870, 0.0574)  0.13
H (-5.6180, 6.8847, 0.5333)  0.13

Force components x, y, z for each atom (eV/Å):
-0.3 -0.4 0.4
0.3 0.5 -0.9
-0.7 -0.9 -0.6
1.0 0.6 0.1
-1.0 0.2 1.6
0.3 -0.4 0.0
0.1 0.1 -0.1
0.0 0.1 0.1
-0.1 0.0 -0.1
0.4 -0.3 0.2
-0.4 -0.2 0.1
0.6 0.6 -0.7
0.4 0.9 1.0
-0.9 -1.0 -0.3
1.0 -0.3 -2.0
1.4 1.3 2.0
-1.2 -0.7 -0.8
-0.3 0.1 0.0
-0.8 -0.1 0.4
0.3 -0.3 0.1
0.2 -0.1 0.4
0.1 0.1 -0.4
0.1 0.0 -0.6
-0.4 0.0 0.4
-0.9 1.8 -0.3
0.6 -2.1 -0.9
0.9 1.7 0.6
-1.6 -1.1 -1.1
2.4 0.8 1.4
0.0 -0.2 0.2
0.1 -0.6 0.0
0.2 0.2 0.0
0.0 0.2 0.1
-0.1 0.0 0.0
-0.8 0.1 0.2
-0.7 -0.6 -0.3
-2.1 2.7 0.5
1.5 -0.9 0.1
0.4 0.0 0.7
-0.3 0.3 -0.8
-0.6 -0.7 -0.2
-0.2 -0.6 -0.2
0.6 -0.3 -0.9
0.7 -0.2 0.5
-0.4 -0.4 0.6
0.1 0.0 -0.3
0.1 0.1 0.1
0.3 0.0 0.1
-1.1 0.4 -0.2
1.7 0.2 -0.2
0.8 -1.4 0.1
-0.2 0.9 -0.1
0.1 0.4 -1.3
-0.4 0.2 -0.1
-0.3 -1.0 -0.3
-0.3 -0.3 0.1
-0.4 -0.2 0.7
-0.1 0.6 -0.1
0.0 -0.4 0.1
0.2 0.4 1.1
-1.6 -0.5 0.2
-0.8 1.0 -1.0
0.2 0.9 0.7
3.1 -2.0 -1.1
-1.9 2.1 0.9
0.1 -0.6 -0.2
0.2 0.6 0.3
0.2 0.3 0.8
-0.8 -0.8 0.3
0.0 -0.1 -0.4
0.5 -0.4 -0.1
0.7 -0.5 -0.3
-0.8 -0.9 -0.3
0.0 -0.7 -0.5
-0.7 -0.2 -1.1
0.8 -1.1 -0.1
0.4 0.1 0.2
-0.3 1.0 -0.1
-0.4 0.4 0.0
1.1 0.5 0.6
-0.2 0.2 0.1
0.1 0.3 0.1
0.2 -0.2 0.5
-0.1 0.6 0.4
-0.1 -0.7 -0.4
0.8 -0.9 0.1
-0.2 1.1 0.9
0.3 -2.2 -0.8
-0.1 1.4 0.0
-0.1 0.2 -0.4
-0.3 -0.2 0.2
-0.9 -0.2 -0.1
0.3 0.2 0.8
0.4 0.6 -0.3
-0.3 0.5 -0.3
0.1 0.1 0.1
1.0 -0.3 -0.5
-1.9 -1.0 1.7
2.3 0.5 -1.1
5.4 -0.6 -2.8
-6.5 0.2 2.6
0.8 -0.1 -0.2
-0.6 0.0 -0.8
0.1 0.7 1.1
0.6 0.3 0.0
-0.2 0.2 -0.2
0.2 0.6 0.3
-1.0 -0.3 -0.1
-1.0 -1.1 -0.5
-2.1 3.0 1.9
3.6 -2.9 -1.6
2.5 0.6 2.0
-1.5 0.1 -1.3
-0.5 0.4 0.1
-0.2 -0.5 0.4
0.2 0.4 -0.1
-0.4 0.3 0.3
0.4 -0.2 -0.2
-0.2 -0.1 -0.2
-0.6 0.0 -0.9
0.7 0.3 0.5
1.0 1.1 0.0
0.3 0.4 -1.7
0.9 -0.2 2.1
-2.1 0.5 -3.0
0.2 -1.1 0.3
-0.3 -0.2 -0.8
0.5 0.2 -0.1
-1.1 -0.5 0.6
-0.5 0.1 0.5
0.2 -0.6 0.4
0.1 -0.2 1.1
1.1 -0.3 0.4
-1.0 -0.1 0.6
-0.2 1.4 -1.7
0.5 0.5 -0.3
-0.4 -0.3 0.5
-0.3 0.4 0.0
-0.2 -0.3 0.0
-0.1 0.0 0.3
-0.1 -0.3 -0.4
0.5 0.0 -0.6
0.0 -0.6 0.9
0.3 -0.1 0.4
1.9 1.4 -1.6
-0.6 -0.9 1.4
-1.6 0.4 -0.9
-1.8 -0.2 3.9
2.4 0.4 -2.9
-0.9 0.2 0.3
-0.1 0.2 0.5
0.0 -0.4 -0.4
-0.2 -0.3 0.7
0.0 -0.7 0.3
0.5 -0.6 -0.6
0.4 0.8 -0.6
-0.3 0.0 -0.2
1.2 0.9 -0.4
0.3 -0.3 1.6
0.5 0.3 -1.4
-1.4 0.1 0.2
0.4 -0.1 -0.5
0.3 -0.5 0.5
-0.2 0.0 0.0
-0.1 -0.1 0.9
-0.5 -0.5 -0.6
0.3 -0.1 -0.2
-0.5 0.2 0.1
1.6 0.3 -0.5
-0.4 -2.6 0.0
-2.4 1.4 0.6
2.9 0.2 -0.3
-0.9 -0.1 0.1
-0.6 0.2 -0.4
0.1 0.2 0.0
-0.2 -0.3 0.3
0.0 0.0 -0.4
0.1 0.2 0.6
0.0 0.3 0.1
-0.1 0.2 -0.1
0.7 0.8 1.0
-0.8 -1.4 -1.7
0.1 -0.4 -0.4
-0.1 0.4 1.4
0.4 -0.6 -1.9
-0.3 0.4 0.1
-0.4 0.1 0.5
0.1 -0.2 0.1
0.4 0.3 0.4
-0.1 0.1 -0.1
-0.2 0.5 0.2
0.1 0.0 0.4
0.1 -0.8 1.0
0.2 -0.4 -0.8
-0.7 -0.1 0.4
-0.9 2.6 -1.4
1.3 -2.9 1.2
0.1 0.6 0.1
-0.1 -0.3 0.1
-0.2 0.6 -0.6
0.0 -0.1 -0.1
0.3 0.3 0.1
0.2 0.5 0.1
-0.2 0.2 0.0
1.1 -0.2 -0.5
-0.8 1.4 2.9
0.8 0.5 -1.7
0.4 -9.2 1.7
-0.7 6.9 -1.1
0.4 -0.1 0.0
-0.3 -0.3 -0.3
-0.7 0.2 -0.1
-0.2 0.1 -1.0
0.2 -0.3 0.7
0.0 1.2 -0.2
0.1 -0.2 -0.3